## a
{
  "formula": "C3H9N3O6",
  "method": "wB97M-V/def2-TZVPD",
  "homo_ev": -10.9018,
  "e_lumo_ev": -0.305,
  "smiles": "C[N+](=O)[O-].C[N+](=O)[O-].C[N+](=O)[O-]",
  "charge": 0,
  "homo_lumo_gap_ev": 10.597,
  "elements": ["H", "N", "N", "C", "H", "O", "H", "O", "O", "H", "N", "O", "C", "H", "O", "O", "H", "H", "C", "H", "H"],
  "positions_angstrom": [[4.954, -0.680, -1.602], [5.218, 0.670, 0.118], [0.394, -0.114, 1.674], [-0.993, -0.379, 1.273], [3.452, -0.119, -0.891], [-3.170, 1.533, -1.140], [-4.105, -0.322, -2.416], [1.244, -0.030, 0.816], [6.430, 0.640, 0.054], [-1.415, 0.340, 0.580], [-3.916, 0.712, -0.640], [-3.995, 0.446, 0.547], [-4.757, -0.089, -1.585], [-5.703, 0.381, -1.862], [4.533, 1.401, 0.798], [0.629, -0.087, 2.864], [-5.169, -0.921, -1.013], [4.522, -1.201, 0.062], [4.477, -0.396, -0.671], [-1.569, -0.408, 2.193], [-1.061, -1.376, 0.840]]
}

## b
{
  "formula": "C3H9N3O6",
  "method": "wB97M-V/def2-TZVPD",
  "homo_ev": -11.1565,
  "e_lumo_ev": -0.270,
  "smiles": "C[N+](=O)[O-].C[N+](=O)[O-].C[N+](=O)[O-]",
  "charge": 0,
  "homo_lumo_gap_ev": 10.887,
  "elements": ["H", "O", "H", "O", "H", "H", "H", "N", "C", "C", "H", "N", "O", "O", "N", "H", "O", "O", "H", "C", "H"],
  "positions_angstrom": [[-2.914, -0.452, -3.900], [-3.449, 0.339, -6.969], [-0.432, 0.375, 2.482], [3.973, 0.692, 3.805], [2.903, -1.425, 4.185], [0.123, 2.056, 2.167], [-1.544, 1.811, 2.676], [-3.795, 0.152, -5.827], [-0.718, 1.364, 2.124], [-2.908, -0.671, -4.968], [3.797, -1.857, 2.715], [-1.178, 1.380, 0.712], [5.840, -0.426, 4.103], [-4.710, 0.699, -5.225], [4.630, -0.356, 3.983], [-1.898, -0.714, -5.374], [-2.020, 2.169, 0.374], [-0.578, 0.621, -0.065], [4.310, -2.467, 4.319], [3.894, -1.619, 3.775], [-3.327, -1.670, -5.092]]
}

Which structure wins on stability? a wins.

## a
{
  "formula": "C6H15N4O",
  "method": "wB97M-V/def2-TZVPD",
  "homo_ev": -11.7390,
  "e_lumo_ev": -4.188,
  "smiles": "CC(=[NH2+])[C@H](N)/C=N\\NCCO",
  "charge": 1,
  "homo_lumo_gap_ev": 7.551,
  "elements": ["H", "N", "H", "H", "N", "H", "H", "H", "H", "H", "H", "N", "H", "H", "H", "C", "C", "O", "H", "H", "C", "N", "C", "C", "C", "H"],
  "positions_angstrom": [[2.896, -1.663, 1.415], [2.317, -1.960, 0.666], [0.991, 3.021, -0.752], [-0.448, -2.311, -0.623], [-1.184, 0.879, -0.046], [2.975, -2.089, -0.194], [-2.440, 2.030, -1.447], [-0.299, 1.739, -2.801], [-1.524, 2.923, -0.189], [-1.777, -1.158, 2.087], [1.064, -2.092, -1.681], [-1.261, -1.489, 1.293], [1.062, 0.639, 2.301], [0.138, -0.713, -0.934], [-1.485, -2.483, 1.160], [0.184, -1.334, 1.563], [0.474, -1.799, -0.806], [0.944, 2.344, -1.438], [0.517, -1.782, 2.517], [-1.691, -0.049, -0.236], [0.374, 0.246, 1.522], [-0.291, 1.061, 0.892], [-1.491, 2.004, -0.825], [-0.364, 2.482, -1.875], [1.066, -1.868, 0.497], [-0.744, 3.424, -2.065]]
}

## b
{
  "formula": "C6H15N4O",
  "method": "wB97M-V/def2-TZVPD",
  "homo_ev": -13.2403,
  "e_lumo_ev": -2.935,
  "smiles": "CCN1[NH2+]C(O)=C(C)C1(N)N",
  "charge": 1,
  "homo_lumo_gap_ev": 10.305,
  "elements": ["H", "H", "H", "O", "H", "N", "H", "H", "H", "N", "C", "H", "H", "H", "H", "C", "H", "N", "C", "N", "H", "H", "C", "C", "H", "C"],
  "positions_angstrom": [[-2.325, -2.164, 0.259], [0.023, 2.411, 2.919], [-3.222, -2.032, -1.207], [-0.721, 2.135, 2.244], [-2.184, 0.539, 0.795], [0.872, 0.786, -1.586], [2.068, 1.959, 2.316], [-1.618, 1.401, -0.386], [-0.692, -1.572, -1.954], [-1.324, 0.720, 0.333], [0.986, 1.001, 0.812], [-1.919, -3.213, -0.925], [1.228, -1.983, -0.422], [0.754, 0.234, -2.515], [2.148, -1.178, 0.611], [-0.212, 1.355, 1.255], [-1.711, -0.237, -1.785], [1.643, -1.108, -0.252], [2.278, 1.386, 1.457], [-0.658, -0.420, -0.179], [2.881, 1.824, 0.658], [2.730, 0.393, 1.766], [-2.317, -2.142, -0.730], [0.793, 0.003, -0.349], [1.854, 0.957, -1.895], [-1.355, -1.055, -1.244]]
}

Which structure wins on stability? b wins.